37
Properties=species:S:1:pos:R:3:nbo_charge:R:1 method="wB97M-V/def2-TZVPD" gap_ev=5.818 e_above_lowest_kcal_mol=24.5
Pt -1.2580 1.0399 -0.0010 1.10
O 2.7625 5.5076 -0.0002 -0.67
C 3.4761 4.4072 0.0000 0.79
O 4.6820 4.4222 0.0001 -0.58
C 2.7383 3.1006 0.0001 -0.26
C 3.3605 1.8505 0.0005 0.17
Cl 5.0341 1.6085 0.0012 0.14
N 2.3961 0.8889 0.0004 -0.16
N 1.1903 1.4787 0.0000 -0.30
C 1.3612 2.7947 -0.0002 0.07
C 0.1365 3.6685 -0.0006 0.78
O 0.2482 4.8886 -0.0001 -0.62
O -0.9809 3.0628 -0.0013 -0.69
C 2.4798 -0.5255 0.0006 0.10
C 3.6818 -1.2304 -0.0010 -0.22
C 3.6635 -2.6173 -0.0010 -0.19
C 2.4699 -3.3174 0.0004 -0.20
C 1.2776 -2.6148 0.0020 -0.19
C 1.2839 -1.2368 0.0022 -0.15
H 1.7658 5.3663 -0.0001 0.51
H 4.6301 -0.7245 -0.0023 0.24
H 4.6014 -3.1538 -0.0022 0.22
H 2.4630 -4.3973 0.0003 0.22
H 0.3319 -3.1296 0.0031 0.23
H 0.3449 -0.7008 0.0036 0.20
Cl -7.4863 -2.6507 0.0012 0.02
C -5.8534 -2.1322 0.0002 -0.06
C -5.5684 -0.7706 0.0001 -0.23
C -4.2540 -0.3541 -0.0004 -0.17
Cl -3.8695 1.3268 -0.0004 0.13
C -3.1623 -1.2640 -0.0008 0.39
O -1.9236 -0.9165 -0.0010 -0.77
C -3.5202 -2.6419 -0.0010 -0.13
Cl -2.2544 -3.7890 -0.0021 0.03
C -4.8296 -3.0704 -0.0005 -0.22
H -6.3679 -0.0500 0.0005 0.24
H -5.0520 -4.1244 -0.0007 0.24


105
Properties=species:S:1:pos:R:3:mulliken_charge:R:1 method="wB97M-V/def2-TZVPD" gap_ev=8.278 total_charge=+2 e_above_lowest_kcal_mol=30.2
Hf 0.4660 -0.4096 -0.3050 0.06
C -0.4458 1.7567 2.7350 -0.96
C -0.6808 2.5172 1.4313 -0.71
N 0.2965 2.1154 0.4066 0.43
C 1.5813 2.8372 0.5482 -0.65
C 2.5935 2.2016 1.5059 -0.71
S 2.5864 0.3662 1.5954 0.02
C 2.0958 0.1248 3.3563 -1.10
C 0.6201 -0.2478 3.5501 -0.61
N -0.2259 0.3172 2.4868 0.40
H -1.3024 1.9187 3.3978 0.48
H 0.4365 2.1555 3.2311 0.47
H -0.6324 3.5929 1.6359 0.61
H -1.6904 2.3015 1.0660 -0.12
H -0.0573 2.4182 -0.5082 0.00
H 1.4040 3.8636 0.8928 0.69
H 2.0300 2.9039 -0.4427 0.15
H 2.4606 2.5571 2.5250 0.44
H 3.5990 2.4707 1.1805 0.63
H 2.3588 1.0338 3.8916 0.60
H 2.7330 -0.6667 3.7446 0.54
H 0.2994 0.1130 4.5357 0.65
H 0.5134 -1.3330 3.5516 0.21
H -1.1372 -0.1443 2.5461 -0.34
C 2.1637 0.9701 -3.9124 -1.02
S 1.1830 1.1109 -2.4453 0.70
O 0.1581 0.0317 -2.3255 0.00
O 0.5435 2.3951 -2.3800 -0.69
O 2.0261 0.8429 -1.2629 -0.50
H 1.5274 1.0741 -4.7800 0.41
H 2.6617 0.0079 -3.9046 0.21
H 2.8767 1.7841 -3.8735 0.48
Cl 2.8037 -4.6537 3.3068 -0.18
C 1.3907 -4.0583 2.5482 -0.40
C 0.1945 -4.7758 2.5790 -0.56
C -0.9091 -4.2279 1.9488 -1.03
C -0.7836 -2.9992 1.3196 0.46
N 0.3657 -2.3150 1.2577 1.69
C 1.4318 -2.8407 1.8692 -1.31
H 0.1492 -5.7375 3.0660 0.56
H -1.8527 -4.7524 1.9425 0.61
H -1.6193 -2.5411 0.8050 -0.38
H 2.3610 -2.2918 1.7964 0.70
C -0.5216 -2.7362 -5.1903 -0.92
C 0.9707 -2.4718 -5.1386 0.56
C 1.7664 -3.6549 -5.6609 -1.45
O 1.3989 -2.0887 -3.7958 -0.29
P 1.1068 -2.7990 -2.4073 1.36
S 2.4304 -1.9801 -1.0939 -0.58
S -0.7730 -2.5828 -1.7145 -0.53
O 1.4687 -4.2982 -2.7568 -0.21
C 1.4734 -5.4914 -1.9475 0.46
C 2.2021 -5.2801 -0.6340 -1.36
C 0.0569 -5.9919 -1.7121 -1.08
H -0.8037 -2.9673 -6.2140 0.56
H -1.0768 -1.8653 -4.8510 -0.07
H -0.7774 -3.5853 -4.5589 0.19
H 1.2136 -1.5725 -5.7184 0.34
H 1.4349 -4.5742 -5.1890 0.21
H 2.8289 -3.5323 -5.4711 0.35
H 1.6127 -3.7401 -6.7330 0.53
H 2.0265 -6.1976 -2.5765 0.34
H 1.6253 -4.6064 -0.0022 0.12
H 3.1873 -4.8493 -0.7965 0.38
H 2.3119 -6.2362 -0.1290 0.62
H -0.5230 -5.2483 -1.1680 0.05
H 0.0941 -6.9115 -1.1341 0.47
H -0.4438 -6.1931 -2.6551 0.35
Te -2.4363 0.1799 -0.1862 0.68
C -3.5055 -0.2462 1.6927 0.59
C -4.1177 0.8453 2.3093 -0.48
C -5.0269 0.6688 3.3386 -0.80
C -5.3327 -0.6060 3.7829 -0.64
C -4.7248 -1.6970 3.1878 -0.95
C -3.8271 -1.5209 2.1476 0.13
C -3.9670 -0.9728 -1.1886 1.05
C -4.0568 -2.3550 -1.1842 -0.04
C -5.1507 -2.9765 -1.7696 -1.10
C -6.1534 -2.2269 -2.3615 -0.72
C -6.0576 -0.8445 -2.3766 -0.73
C -4.9742 -0.2198 -1.7830 -0.40
H -3.9056 1.8471 1.9577 0.39
H -5.5115 1.5242 3.7835 0.48
H -6.0432 -0.7463 4.5817 0.43
H -4.9559 -2.6961 3.5210 0.49
H -3.4065 -2.4008 1.6857 0.26
H -3.2764 -2.9612 -0.7490 0.39
H -5.2225 -4.0529 -1.7563 0.51
H -7.0085 -2.7130 -2.8073 0.43
H -6.8378 -0.2525 -2.8309 0.50
H -4.9073 0.8615 -1.7643 0.38
F -4.4855 2.8240 -6.6765 -0.24
C -3.1839 2.9965 -6.4153 0.69
F -2.5049 2.4228 -7.4176 -0.26
F -2.9335 4.3046 -6.4598 -0.27
C -2.8119 2.3879 -5.0809 0.22
C -2.5950 3.1921 -3.9700 -1.02
C -2.3254 2.5625 -2.7671 -0.71
N -2.2681 1.2449 -2.6388 0.91
C -2.4533 0.4848 -3.7063 -0.47
C -2.7197 1.0043 -4.9614 -1.06
H -2.6487 4.2690 -4.0375 0.54
H -2.1703 3.1390 -1.8638 0.38
H -2.3956 -0.5806 -3.5293 0.54
H -2.8745 0.3524 -5.8076 0.55


27
Properties=species:S:1:pos:R:3:nbo_charge:R:1 method="wB97M-V/def2-TZVPD" gap_ev="7.016 / 7.015" e_above_lowest_kcal_mol=123.6
C 1.6119 -2.2202 -2.5616 -0.04
C 2.7573 -1.3637 -2.7581 -0.47
C 1.4791 -1.1461 -0.6872 0.07
C 1.3016 -0.4857 1.8347 -0.24
C -0.4769 1.1750 2.1353 -0.18
C 0.9873 -0.6820 0.5850 0.06
C -0.9861 1.1667 0.8172 -0.06
C 0.2644 0.0515 2.7738 -0.49
C -1.1449 -0.0219 0.0043 -0.09
C -1.4403 2.5307 0.2647 -0.64
C -1.4070 0.1504 -1.4492 -0.69
N 0.9783 -2.0239 -1.4421 -0.46
S 2.8856 -0.2122 -1.4889 0.34
S -1.9342 -1.4904 0.7055 0.02
H 1.4333 -3.2143 -3.1675 0.22
H 3.2824 -1.1817 -3.6977 0.24
H 2.2719 -0.9228 2.1990 0.24
H -0.4710 2.0630 2.6835 0.20
H -0.4179 -0.8260 2.8834 0.24
H 0.5798 0.4590 3.7421 0.23
H -1.2572 2.7430 -0.8272 0.22
H -0.9318 3.3270 0.7279 0.22
H -2.5612 2.5521 0.5743 0.22
H -2.4500 0.1182 -1.7929 0.24
H -0.8256 -0.6781 -2.1907 0.25
H -1.0576 1.1387 -1.6741 0.22
H -2.4710 -1.0062 1.8065 0.12


6
Properties=species:S:1:pos:R:3:nbo_charge:R:1 method="wB97M-V/def2-TZVPD" gap_ev=7.752 smiles="FC=S.II" e_above_lowest_kcal_mol=3.7
F 1.3415 0.0255 1.2480 -0.31
C 1.6382 -0.2976 0.0163 0.15
S 1.0140 -1.5858 -0.7885 -0.01
H 2.3810 0.4290 -0.2786 0.17
I -3.0342 -0.5722 -0.3203 0.01
I -3.3405 2.0012 0.1232 0.00


18
Properties=species:S:1:pos:R:3:nbo_charge:R:1 method="wB97M-V/def2-TZVPD" gap_ev=9.271 smiles="C[PH](C)=N.C=C" e_above_lowest_kcal_mol=63.0
C 1.6765 -0.4458 1.1936 -1.02
P 1.0183 0.5748 -0.0629 1.56
C 0.2881 1.9685 0.9326 -1.00
N 0.0003 -0.3424 -0.8472 -1.29
H 2.0181 -1.4692 0.9044 0.27
H 0.7803 -0.7828 1.7156 0.26
H 2.3509 -0.0656 1.8653 0.23
H 2.1870 1.0266 -0.7354 -0.09
H -0.0833 2.8101 0.2257 0.24
H 1.0260 2.4433 1.5864 0.24
H -0.6035 1.7520 1.6087 0.26
H -0.4863 0.1951 -1.4928 0.35
C -2.6290 -1.5727 0.8753 -0.44
C -2.3852 -1.4116 -0.4261 -0.31
H -3.1104 -0.8558 1.5219 0.19
H -2.6677 -2.5751 1.2326 0.18
H -2.0795 -2.1023 -1.1299 0.19
H -2.4401 -0.3828 -0.8146 0.17


46
Properties=species:S:1:pos:R:3:nbo_charge:R:1 method="wB97M-V/def2-TZVPD" gap_ev=9.561 total_charge=+1
C -2.8527 1.8233 0.2929 -0.63
C -1.8710 0.6605 0.7022 -0.08
C -1.6486 0.7481 2.2386 -0.10
O -0.6612 1.6563 2.6830 -0.49
C 0.5779 1.5249 2.0128 0.07
C 1.4861 0.3898 2.5951 -0.28
N 0.7981 -0.4596 3.5897 -0.85
C 0.4588 1.5701 0.4462 -0.38
P 2.1164 1.3719 -0.4302 1.26
N 1.8518 1.5760 -1.9971 -1.30
N -0.6434 0.7658 -0.1484 -0.38
C -0.2877 -0.5870 -0.6960 -0.24
C 0.1319 -1.6583 0.3455 -0.45
C -0.3926 -3.0462 -0.1709 -0.42
C -1.9149 -3.2304 0.0641 -0.06
O -2.2767 -4.6044 0.0613 -0.70
H -3.7596 1.6631 0.8931 0.25
H -2.4199 2.8181 0.4529 0.23
H -3.1444 1.6405 -0.7583 0.22
H -2.4462 -0.2591 0.5188 0.24
H -1.4922 -0.2448 2.7009 0.21
H -2.6003 1.1048 2.6647 0.22
H 1.0989 2.4683 2.2543 0.22
H 1.9294 -0.2827 1.8510 0.19
H 2.3412 0.8628 3.1186 0.21
H 0.9090 -0.1025 4.5246 0.38
H 1.1661 -1.3936 3.4983 0.37
H 0.1982 2.6264 0.2339 0.27
H 2.7026 0.1013 -0.1870 -0.02
H 2.9648 2.3944 0.0783 0.00
H 2.1613 0.7554 -2.5088 0.38
H -0.9458 1.2981 -0.9708 0.46
H 0.4239 -0.5398 -1.5338 0.26
H -1.2121 -0.9666 -1.1661 0.23
H 1.2256 -1.7765 0.4206 0.22
H -0.2967 -1.5251 1.3495 0.23
H 0.1544 -3.8261 0.3829 0.23
H -0.1934 -3.1578 -1.2508 0.21
H -2.2088 -2.7418 1.0158 0.15
H -2.4722 -2.6914 -0.7285 0.16
H -2.7102 -4.7297 0.9019 0.48
C 2.6675 1.6369 -5.9381 -0.28
Cl 2.1680 0.1188 -5.1719 -0.01
Cl 2.9144 2.9053 -4.7338 0.03
Cl 4.1294 1.3899 -6.8953 0.03
H 1.8749 1.9522 -6.6056 0.23


51
Properties=species:S:1:pos:R:3:nbo_charge:R:1 method="wB97M-V/def2-TZVPD" gap_ev=9.143 smiles="COc1ccccc1CN1CCNC(=O)[C@H]1CC(=O)NCc1csc(C)n1" e_above_lowest_kcal_mol=26.5
C 5.3712 -0.0727 -2.3380 -0.25
O 4.1129 -0.1479 -1.7150 -0.52
C 3.9445 -1.0210 -0.6769 0.37
C 4.9586 -1.8179 -0.1570 -0.32
C 4.7055 -2.6636 0.9097 -0.19
C 3.4442 -2.7255 1.4710 -0.24
C 2.4321 -1.9375 0.9515 -0.17
C 2.6603 -1.0881 -0.1180 -0.11
C 1.5341 -0.2359 -0.6434 -0.25
N 1.0216 0.5985 0.4333 -0.44
C 1.9141 1.6641 0.8283 -0.23
C 1.5385 2.0572 2.2522 -0.21
N 0.1219 2.3341 2.3100 -0.60
C -0.8104 1.8571 1.4742 0.70
O -1.9942 2.1152 1.6374 -0.66
C -0.3362 1.0573 0.2679 -0.13
C -0.6037 1.9322 -0.9972 -0.52
C -1.8717 1.4802 -1.7105 0.69
O -1.8547 1.0010 -2.8279 -0.64
N -2.9914 1.6708 -0.9883 -0.63
C -4.2663 1.1388 -1.4205 -0.26
C -4.5046 -0.2263 -0.8463 0.11
C -3.7263 -1.3180 -1.0771 -0.45
S -4.2998 -2.6716 -0.1848 0.37
C -5.5805 -1.6427 0.4491 0.09
C -6.5897 -2.1717 1.3943 -0.66
N -5.5353 -0.4385 0.0150 -0.45
H 5.6658 -1.0347 -2.7688 0.18
H 5.2585 0.6585 -3.1373 0.20
H 6.1461 0.2689 -1.6436 0.17
H 5.9526 -1.7859 -0.5745 0.22
H 5.5061 -3.2747 1.2995 0.21
H 3.2491 -3.3843 2.3032 0.21
H 1.4407 -1.9692 1.3770 0.22
H 1.8906 0.3475 -1.5021 0.20
H 0.7190 -0.8813 -0.9809 0.22
H 1.8486 2.5406 0.1628 0.17
H 2.9385 1.2909 0.8100 0.22
H 1.7858 1.2306 2.9296 0.20
H 2.0870 2.9485 2.5690 0.20
H -0.2284 2.8417 3.1113 0.41
H -0.9726 0.1644 0.2086 0.23
H 0.2255 1.8267 -1.6966 0.24
H -0.7010 2.9839 -0.7218 0.23
H -2.8993 1.9245 -0.0060 0.44
H -4.2393 1.0856 -2.5131 0.24
H -5.0674 1.8043 -1.0958 0.22
H -2.8725 -1.3977 -1.7189 0.25
H -7.2775 -1.3748 1.6629 0.24
H -7.1447 -2.9907 0.9387 0.23
H -6.1062 -2.5508 2.2936 0.23


74
Properties=species:S:1:pos:R:3:mulliken_charge:R:1 method="wB97M-V/def2-TZVPD" gap_ev=8.497 total_charge=+2
Ga 0.1525 0.6966 0.7572 2.59
N -1.3891 -3.2913 1.0712 -0.18
C -2.0949 -2.2891 1.9778 0.84
C -2.9864 -3.0863 2.9282 -1.89
P -0.6651 -1.5019 2.8930 0.72
O -1.1874 -1.2710 4.3721 -0.57
O 0.3941 -2.5426 2.7724 -0.97
O -0.3780 -0.0917 2.3983 -0.40
P -3.2172 -1.2969 0.8243 -0.61
O -4.1786 -0.5961 1.9230 -0.54
O -1.1176 -0.4316 -0.1190 -0.91
O -2.3044 0.0477 0.5871 0.42
H -0.4460 -3.4184 1.5200 0.41
H -1.2749 -2.9307 0.1210 0.23
H -1.8897 -4.1787 1.0268 0.40
H -2.4093 -3.8356 3.4753 0.48
H -3.7786 -3.6024 2.3772 0.55
H -3.4521 -2.4206 3.6489 0.41
H -0.8937 -1.9484 4.9954 0.40
H -5.1182 -0.6793 1.7201 0.36
O 2.2793 -0.5736 2.5602 -0.43
N 2.1837 -0.2709 1.2205 0.66
C 3.0804 -0.7820 0.4675 -0.19
C 3.3064 -0.5541 -0.9605 0.59
C 4.3585 -1.2992 -1.5014 -1.20
C 4.7561 -1.1320 -2.8163 -0.92
C 4.1111 -0.1959 -3.6086 -0.82
C 3.0646 0.5493 -3.0851 -0.45
C 2.6415 0.3780 -1.7709 0.60
P 1.2999 1.4835 -1.2206 0.32
C 2.1674 3.0543 -0.9919 0.90
C 2.8862 3.1920 0.1982 -0.36
C 3.6615 4.3163 0.4203 -0.97
C 3.7259 5.3148 -0.5435 -0.67
C 3.0398 5.1692 -1.7389 -0.86
C 2.2708 4.0372 -1.9729 -0.67
C 0.1692 1.4864 -2.6285 0.74
C -0.4868 2.6249 -3.0903 -0.95
C -1.3691 2.5332 -4.1573 -0.82
C -1.6210 1.3056 -4.7506 -0.71
C -0.9941 0.1617 -4.2731 -0.83
C -0.1009 0.2501 -3.2198 -0.66
H 2.8592 -1.3447 2.6780 0.35
H 3.8109 -1.4436 0.9366 0.59
H 4.8769 -2.0144 -0.8753 0.46
H 5.5718 -1.7195 -3.2136 0.44
H 4.4203 -0.0402 -4.6331 0.49
H 2.5672 1.2726 -3.7188 0.46
H 2.8525 2.4140 0.9505 0.40
H 4.2210 4.4127 1.3411 0.50
H 4.3266 6.1969 -0.3688 0.42
H 3.1120 5.9312 -2.5028 0.47
H 1.7850 3.9240 -2.9309 0.50
H -0.3343 3.5828 -2.6126 0.53
H -1.8618 3.4242 -4.5217 0.50
H -2.3071 1.2383 -5.5838 0.45
H -1.1948 -0.7985 -4.7284 0.48
H 0.3930 -0.6472 -2.8672 0.46
C 1.1565 2.2325 3.2497 -1.04
O 0.4681 2.3923 1.9863 0.16
C -0.6723 3.2558 2.1212 -0.67
C -0.9942 3.7037 0.7219 -0.61
O -1.2016 2.5326 -0.0770 0.33
C -2.4928 2.5121 -0.7036 -1.39
H 0.4711 1.8400 3.9993 0.33
H 1.5376 3.2099 3.5449 0.41
H 1.9714 1.5365 3.1067 0.32
H -0.4070 4.0993 2.7596 0.60
H -1.4916 2.6953 2.5822 0.17
H -0.1550 4.2607 0.2989 0.20
H -1.8798 4.3403 0.7183 0.65
H -2.6080 3.4106 -1.3149 0.42
H -3.2788 2.4709 0.0509 0.41
H -2.5371 1.6282 -1.3309 0.22


F_max for every record listed, in sequence, given in hartree/bohr: 0.046 0.060 0.106 0.045 0.073 0.063 0.021 0.008.